(1)
{
  "formula": "C28H40AsN6O2RhSSe",
  "method": "ωB97M-V/def2-TZVPD",
  "species": ["Rh", "N", "C", "C", "C", "C", "C", "C", "S", "O", "O", "N", "C", "N", "C", "C", "C", "N", "H", "H", "H", "H", "H", "H", "H", "H", "H", "C", "C", "C", "C", "N", "C", "Se", "N", "C", "C", "C", "C", "C", "C", "C", "C", "C", "C", "H", "H", "H", "H", "H", "H", "H", "H", "H", "H", "H", "H", "H", "H", "H", "H", "H", "H", "H", "H", "H", "H", "C", "As", "C", "C", "H", "H", "H", "H", "H", "H", "H", "H", "H"],
  "xyz": [[-0.37, 0.16, 2.30], [-2.23, -4.55, -4.10], [-1.83, -4.06, -2.91], [-0.52, -4.31, -2.43], [-0.11, -3.82, -1.23], [-0.99, -3.04, -0.46], [-2.28, -2.78, -0.91], [-2.70, -3.28, -2.12], [-0.45, -2.45, 1.06], [0.25, -3.44, 1.81], [-1.60, -1.77, 1.73], [0.50, -1.13, 0.84], [1.80, -1.13, 1.33], [2.76, -1.88, 0.84], [3.96, -1.72, 1.41], [4.19, -0.82, 2.44], [3.12, -0.07, 2.87], [1.92, -0.23, 2.32], [-1.66, -5.22, -4.60], [-3.20, -4.50, -4.37], [0.15, -4.92, -3.03], [0.89, -4.02, -0.86], [-2.95, -2.20, -0.29], [-3.71, -3.10, -2.47], [4.76, -2.34, 1.02], [5.17, -0.71, 2.89], [3.21, 0.66, 3.66], [-2.97, 4.21, -2.89], [-2.55, 3.23, -1.80], [-2.76, 1.77, -2.21], [-2.29, 0.78, -1.16], [-0.82, 0.82, -1.02], [-0.11, 1.49, -0.11], [-0.88, 2.35, 1.39], [1.20, 1.33, -0.34], [2.32, 2.01, 0.33], [2.92, 3.14, -0.50], [1.92, 4.21, -0.94], [1.29, 3.97, -2.31], [1.35, 0.48, -1.43], [2.48, -0.03, -2.06], [2.26, -0.88, -3.12], [0.96, -1.22, -3.54], [-0.16, -0.70, -2.93], [0.06, 0.16, -1.86], [-2.82, 5.24, -2.57], [-4.02, 4.08, -3.14], [-2.39, 4.05, -3.80], [-3.12, 3.42, -0.88], [-1.50, 3.39, -1.55], [-2.24, 1.58, -3.16], [-3.82, 1.59, -2.40], [-2.56, -0.25, -1.41], [-2.73, 1.00, -0.19], [3.07, 1.26, 0.58], [1.92, 2.41, 1.26], [3.44, 2.74, -1.38], [3.70, 3.58, 0.13], [2.45, 5.17, -0.98], [1.15, 4.33, -0.17], [2.07, 3.93, -3.08], [0.61, 4.78, -2.57], [0.73, 3.03, -2.37], [3.48, 0.23, -1.75], [3.10, -1.30, -3.65], [0.84, -1.89, -4.38], [-1.16, -0.96, -3.25], [0.28, -2.15, 5.11], [-0.82, -0.62, 4.70], [-2.65, -1.19, 4.92], [-0.49, 0.66, 6.11], [-0.01, -2.54, 6.08], [1.33, -1.86, 5.13], [0.13, -2.91, 4.34], [-2.78, -1.61, 5.92], [-2.87, -1.95, 4.17], [-3.32, -0.34, 4.80], [-0.69, 0.18, 7.07], [-1.14, 1.52, 5.99], [0.55, 0.99, 6.08]],
  "gap_ev": [8.003, 4.900],
  "spin_multiplicity": 5,
  "total_charge": 2,
  "s2": 6.02,
  "homo_energy_ev": [-13.2137, -13.2245],
  "lumo_ev": [-5.2, -8.3],
  "relative_energy_ev": 0.0000
}


(2)
{
  "formula": "C5H11NO",
  "method": "ωB97M-V/def2-TZVPD",
  "species": ["C", "C", "C", "C", "C", "N", "H", "H", "H", "H", "H", "H", "H", "H", "H", "H", "H", "O"],
  "xyz": [[0.50, 1.60, -0.55], [-0.85, 0.90, -0.64], [-1.00, -0.23, 0.30], [-1.80, -0.34, 1.35], [-0.33, -1.95, -1.12], [-0.20, -1.40, 0.00], [0.57, 2.62, -0.95], [1.37, 1.10, -0.99], [0.80, 1.71, 0.50], [-1.63, 1.66, -0.57], [-1.02, 0.63, -1.69], [-2.34, 0.52, 1.71], [-1.78, -1.29, 1.85], [-0.07, -3.00, -1.18], [-0.73, -1.42, -1.99], [2.40, -0.77, 0.80], [3.52, -0.10, 1.58], [2.57, -0.24, 1.59]],
  "gap_ev": 10.035,
  "spin_multiplicity": 1,
  "homo_energy_ev": -9.0867,
  "smiles": "C=NC(=C)CC.O",
  "lumo_ev": 0.9,
  "relative_energy_ev": 2.5537
}


(3)
{
  "formula": "C3HF3O",
  "method": "ωB97M-V/def2-TZVPD",
  "species": ["C", "C", "C", "O", "F", "F", "F", "H"],
  "xyz": [[1.50, -0.35, -0.05], [0.22, -0.63, 0.12], [-0.83, 0.44, 0.05], [2.63, -0.13, -0.04], [-0.52, 1.51, 0.76], [-0.98, 0.80, -1.24], [-2.00, -0.01, 0.50], [-0.01, -1.64, -0.09]],
  "gap_ev": 10.624,
  "spin_multiplicity": 1,
  "homo_energy_ev": -10.2081,
  "smiles": "O=C=CC(F)(F)F",
  "lumo_ev": 0.4,
  "relative_energy_ev": 0.0000
}


| no. | electronic energy (a.u.) |
| --- | --- |
| 1 | -6715.3780 |
| 2 | -327.0375 |
| 3 | -489.7372 |